Here is a cluster of 2 separate species, C5H10O2 in total from the Open Molecules 2025 dataset. Energies are from ωB97M-V with the def2-TZVPD basis set.

Summary:
Electronic energy   -346.8648 Ha
SMILES   O[C@H]1[C@H]2[C@@H](O)[C@@H]12.C
HOMO level   -9.98 eV
Energy relative to the best compared isomer or geometry (same formula, charge and spin)   4.370 eV
Orbital gap   10.8 eV

Structure (ORCA input):
```
! wB97M-V def2-TZVPD RIJCOSX def2/J DEFGRID3
* xyz 0 1
O -1.88839 -0.57947 -0.33932
O 1.00891 0.94274 1.57529
C 0.70542 -0.88993 -0.28642
C -0.71057 -1.32160 -0.19088
C 0.09083 -1.44576 1.04594
C -0.20153 1.98178 -0.94702
C 1.08390 -0.34171 1.04277
H 0.11489 1.13093 1.87543
H 1.41200 -1.23749 -1.03571
H -2.20148 -0.76994 -1.23581
H -0.80178 2.82133 -0.59184
H -0.55797 1.09149 -0.44536
H 0.85082 2.13586 -0.70117
H 0.17102 -2.35273 1.63320
H -0.32833 1.84387 -2.02390
H -0.82976 -2.29955 -0.67457
H 2.08202 -0.70982 1.29938
*
```

=====

Here is a cluster of 2 separate species, C11H8B2O14P in total at a distorted geometry from the Open Molecules 2025 dataset. Energies are from ωB97M-V with the def2-TZVPD basis set.

Summary:
Electronic energy   -1868.8759 Ha
HOMO level   -7.28 eV
Orbital gap   7.9 eV

Structure (ORCA input):
```
! wB97M-V def2-TZVPD RIJCOSX def2/J DEFGRID3
* xyz -1 1
P 0.58958 3.10076 1.30730
O 1.63198 -4.97738 -4.52078
O -2.96893 3.31625 2.33921
O 0.95635 -2.42300 -0.96360
O 1.27216 -6.68207 -2.15346
O 0.03713 4.60305 1.14448
O 3.26291 -2.90252 -0.95227
O 2.02676 3.10053 0.63935
O 1.01885 -0.60226 0.33955
O 3.90296 -1.19547 0.36600
O 0.82556 2.15883 -1.69936
O -3.81850 0.90229 0.18438
O 1.67545 -4.75544 -1.06721
O 1.96492 -3.38975 -2.96445
O 0.61754 2.71157 2.71364
C -0.48749 2.10230 0.28341
C -2.62488 0.94860 -0.10358
C 1.56349 -1.51359 -0.21972
C 1.51934 -5.51177 -2.14717
C -2.09223 1.06225 3.28763
C 3.06258 -1.82121 -0.20876
C -2.05037 0.19886 -1.22805
C -0.83562 0.52547 -1.65699
C -0.06946 1.63925 -1.06366
C 1.70697 -4.62417 -3.38037
C -1.70493 1.76945 0.72675
B 1.96820 -3.37104 -1.48756
B -2.30042 2.13376 2.16347
H -0.38860 0.00657 -2.48595
H -3.88124 3.19049 2.59849
H -2.63815 -0.58990 -1.65534
H 2.53058 3.78503 1.09210
H -2.34537 1.42651 4.27317
H -1.04366 0.79201 3.25797
H -0.21894 4.70919 0.22136
H -2.66456 0.17658 3.02007
*
```

=====

Here is an isolated molecule of C13H19B2BrF8N2O4 at a distorted geometry from the Open Molecules 2025 dataset. Energies are from ωB97M-V with the def2-TZVPD basis set.

Summary:
Electronic energy   -4339.9868 Ha
SMILES   CB(O)[C@]1(CCCO)NC(=O)[C@](F)(B(O)N(C)C)[C@]1(Br)C(F)(F)C(F)(F)C(F)(F)F
HOMO level   -8.79 eV
Orbital gap   9.1 eV

Structure (ORCA input):
```
! wB97M-V def2-TZVPD RIJCOSX def2/J DEFGRID3
* xyz 0 1
Br -1.23019 0.02009 -2.61540
F -0.21721 2.22906 0.63449
F 1.33874 4.10769 -0.25705
F -2.07828 2.03271 -0.46062
F 0.52443 5.04964 -2.01540
F 1.50857 -0.23041 -2.06452
F -0.73587 4.74585 -0.28497
F -1.12181 3.12617 -2.52346
F 0.89710 2.33792 -2.22159
O 1.64635 -2.50970 -0.37958
O 1.69599 0.51028 1.50783
O -1.18389 0.68357 2.41155
O -3.53440 -2.44598 -2.04916
N 3.49179 0.36837 -0.21585
N -0.59710 -1.97172 -0.23083
C -0.74353 1.82924 -0.54410
C -2.77876 -0.76596 0.11381
C 3.99971 1.74627 -0.28745
C -3.51609 -3.11920 -0.79825
C 0.24400 4.21768 -1.01419
C 0.96669 -0.22139 -0.78649
C 0.74998 -1.72270 -0.45479
C 4.37307 -0.58251 0.47551
C -1.22510 -0.69744 0.16759
C -0.49711 -1.71422 2.67334
C -0.18556 2.84618 -1.61152
C -0.49240 0.32211 -0.78217
C -3.37072 -2.15678 0.40269
B -0.94739 -0.51089 1.77866
B 2.11273 0.29766 0.22966
H -2.00516 1.12945 2.17750
H 5.36686 -0.14517 0.60108
H 2.33291 0.98429 2.05706
H 4.46842 1.94171 -1.25657
H 4.72298 1.94936 0.51145
H 3.19092 2.47649 -0.17495
H -2.73495 -3.88840 -0.76653
H -3.16183 -0.11444 0.90733
H 4.00896 -0.86576 1.47314
H -4.46435 -3.65491 -0.69752
H -0.63354 -2.69459 2.21783
H -4.37459 -1.98729 0.80321
H -2.80262 -2.64731 1.19849
H -1.06840 -1.66433 3.60678
H -1.06027 -2.52888 -0.93468
H 0.55592 -1.59938 2.95777
H -2.74595 -2.65416 -2.55877
H -3.17247 -0.35641 -0.81653
H 4.48342 -1.50191 -0.10385
*
```

=====

Here is a cluster of 2 separate species, C5H12OS2 in total at a distorted geometry from the Open Molecules 2025 dataset. Energies are from ωB97M-V with the def2-TZVPD basis set.

Summary:
Electronic energy   -1069.2578 Ha
SMILES   C1CSSC1.COC
HOMO level   -7.66 eV
Energy relative to the best compared isomer or geometry (same formula, charge and spin)   1.698 eV
Orbital gap   8.4 eV

Structure (ORCA input):
```
! wB97M-V def2-TZVPD RIJCOSX def2/J DEFGRID3
* xyz 0 1
S -1.81467 0.17109 -1.77439
S 0.15586 0.22344 -2.52913
O 0.29455 -0.71006 0.71973
C -0.01614 -1.76805 -0.16503
C -1.43013 1.05852 -0.23345
C 0.85777 1.11935 -1.10977
C 0.77833 -1.21627 1.94788
C -0.24069 1.96928 -0.49173
H -1.20952 0.33419 0.57409
H -0.38733 -1.32276 -1.10340
H 0.87207 -2.38079 -0.39360
H -0.52728 2.78473 -1.18336
H 0.10788 2.43408 0.45056
H -2.34221 1.61595 0.05433
H 1.00502 -0.35573 2.59957
H 1.26657 0.40005 -0.37429
H -0.80040 -2.42524 0.24687
H 1.70049 -1.80542 1.80961
H 1.70179 1.72348 -1.49463
H 0.02803 -1.84987 2.45008
*
```

=====

Here is a structure of composition C10H21N2Pb at a distorted geometry from the Open Molecules 2025 dataset. Energies are from ωB97M-V with the def2-TZVPD basis set.

Summary:
Electronic energy   -695.7675 Ha
HOMO level (alpha / beta)   0.14 / 0.13 eV
Energy relative to the best compared isomer or geometry (same formula, charge and spin)   0.000 eV
Orbital gap (alpha / beta)   2.8 / 2.8 eV

Structure (ORCA input):
```
! wB97M-V def2-TZVPD RIJCOSX def2/J DEFGRID3
* xyz -1 1
Pb -1.94902 -2.14728 -2.47339
N -1.00017 -3.07177 -0.30689
N -0.93307 0.29258 1.36799
C 1.89761 1.77802 0.82907
C 0.80955 1.41704 0.03300
C -0.57464 1.56597 0.60026
C 2.32405 0.71016 -1.68629
C -0.12035 0.14647 2.61281
C 3.20297 1.53269 0.40715
C -0.11965 0.49352 -2.17009
C 3.41328 0.98038 -0.86112
C 1.01419 0.87593 -1.24279
C -2.39466 0.22171 1.65640
H -3.09363 -3.51772 -2.55994
H 4.04424 1.76973 1.06143
H 2.48810 0.35332 -2.70604
H 0.15136 -0.37956 -2.78134
H -0.68613 -0.49982 0.74147
H -0.18234 1.08628 3.17414
H -0.65377 2.38866 1.32678
H -1.49743 -2.79416 0.54675
H 0.00877 -2.93056 -0.18727
H -2.58560 -0.66220 2.27486
H -0.54549 -0.67145 3.20333
H -0.52819 -2.40633 -3.56058
H -1.34908 1.72177 -0.15888
H -2.94441 0.15031 0.70764
H 0.92077 -0.07869 2.35587
H -1.06469 0.28813 -1.63839
H 1.71618 2.24718 1.80217
H -0.34091 1.30395 -2.88331
H -1.16825 -4.06939 -0.46056
H -2.68177 1.13308 2.19490
H 4.42219 0.77204 -1.21917
*
```

=====

Here is a structure of composition C22H27N5O9OsP2 from the Open Molecules 2025 dataset. Energies are from ωB97M-V with the def2-TZVPD basis set.

Summary:
Electronic energy   -2579.1131 Ha
HOMO level   -7.91 eV
Energy relative to the best compared isomer or geometry (same formula, charge and spin)   0.590 eV
Orbital gap   7.1 eV

Structure (ORCA input):
```
! wB97M-V def2-TZVPD RIJCOSX def2/J DEFGRID3
* xyz 0 1
Os 1.62038 -0.64193 -0.72656
P 0.02181 2.16495 0.68330
P 0.26348 0.53157 3.20995
O 2.01026 -4.04619 -2.98823
O 2.25553 -2.24465 -1.74171
O -0.52980 3.08358 3.09998
O 0.41970 0.81471 0.12796
O -1.25237 2.59940 -0.20991
O 1.00195 3.26913 0.77927
O -0.09891 -0.84002 2.79386
O -0.04017 0.83557 4.73830
O 1.80847 0.88122 3.10886
N -4.31533 -1.66648 1.73016
N 0.06431 -1.86226 0.15126
N -3.35693 -1.27085 -0.41590
N 3.09039 0.05560 -0.21299
N 0.12767 -0.55199 -2.32527
C 5.29431 0.29973 0.69478
C 4.11585 0.88371 0.22998
C -4.22927 0.49836 -1.88602
C 1.67752 -3.38842 -2.02547
C 0.44149 -3.28282 0.24193
C 5.00359 3.06363 0.66751
C 0.49126 -0.94332 -3.55755
C -5.11644 -0.62118 1.54434
C 3.96380 2.26898 0.21063
C -0.38385 -0.89669 -4.62293
C -1.11414 -0.10143 -2.13189
C -0.66915 1.87158 2.37366
C 6.33056 1.11079 1.12279
C 6.18689 2.49274 1.11503
C -4.18658 -0.23664 -0.60809
C -2.14122 1.47733 2.36106
C -1.66804 -0.42287 -4.41895
C -5.09763 0.12406 0.38170
C -3.39794 0.54351 -2.93007
C -2.05877 -0.02693 -3.14470
C 0.54609 -3.89474 -1.13797
C -3.48033 -1.92742 0.73311
H -5.79947 -0.38202 2.35166
H 3.03382 2.70790 -0.12767
H 0.13308 0.07006 5.30025
H -3.75744 1.11713 -3.77933
H -2.82399 -2.78034 0.87424
H 1.50457 -1.30407 -3.66153
H 1.39637 -3.33039 0.76533
H 0.67212 -4.97461 -1.06818
H 6.99563 3.12253 1.46141
H 7.25097 0.66179 1.47249
H -1.24741 3.55651 -0.33291
H 2.23465 0.60184 2.28451
H -0.85935 -1.78305 -0.27504
H 5.38187 -0.77859 0.70235
H -2.36765 -0.35839 -5.24364
H -5.13980 1.07799 -1.99310
H -0.29214 -3.83014 0.84087
H -5.77303 0.95617 0.23952
H -1.34873 0.24791 -1.14022
H 4.88272 4.13897 0.66975
H -0.05018 -1.22178 -5.59755
H 0.00785 -1.46412 1.09964
H -2.28736 0.54945 1.80708
H -2.72218 2.27074 1.89452
H -2.49403 1.33083 3.38264
H -0.38729 -3.73531 -1.69071
H 0.25796 3.52971 2.74842
*
```

=====

Here is a cluster of 2 separate species, C4H8O2 in total from the Open Molecules 2025 dataset. Energies are from ωB97M-V with the def2-TZVPD basis set.

Summary:
Electronic energy   -307.6248 Ha
SMILES   C=CCO.C=O
HOMO level   -9.70 eV
Energy relative to the best compared isomer or geometry (same formula, charge and spin)   2.385 eV
Orbital gap   10.2 eV

Structure (ORCA input):
```
! wB97M-V def2-TZVPD RIJCOSX def2/J DEFGRID3
* xyz 0 1
O -1.74239 0.46519 -0.56837
O 0.20145 1.99510 0.99772
C -0.12195 -1.31832 -0.17741
C 1.37353 1.71442 0.89196
C -1.48824 -0.74223 0.10052
C 0.69143 -0.86090 -1.12334
H 0.17561 -2.15950 0.45082
H -2.25266 -1.45804 -0.23023
H 1.75589 1.11568 0.04740
H 1.67401 -1.29243 -1.29571
H -1.17865 1.13582 -0.14677
H 2.10537 2.03453 1.65510
H -1.61501 -0.63416 1.19092
H 0.37904 -0.03489 -1.75916
*
```

=====

Here is a cluster of 3 separate species, C4H5F3NO3 in total at a distorted geometry from the Open Molecules 2025 dataset. Energies are from ωB97M-V with the def2-TZVPD basis set.

Summary:
Electronic energy   -735.4906 Ha
HOMO level   -6.07 eV
Energy relative to the best compared isomer or geometry (same formula, charge and spin)   2.183 eV
Orbital gap   9.9 eV

Structure (ORCA input):
```
! wB97M-V def2-TZVPD RIJCOSX def2/J DEFGRID3
* xyz -1 1
F -0.29054 -2.48056 1.70562
F 0.28727 3.97467 3.48473
F 3.03218 3.15158 1.55375
O -1.32840 -0.47612 0.81986
O -0.54758 3.50812 0.73589
O 0.10205 1.57506 1.61056
N 2.27926 3.68622 2.61922
C 1.03427 3.50859 2.46607
C 0.37778 0.25674 -0.69244
C -0.86047 0.41313 0.13804
C 0.14065 2.77826 1.42321
H -0.01129 -0.20758 -1.53963
H 1.23553 -0.36666 -0.22492
H 0.65542 1.21828 -0.83944
H -1.57172 1.22053 -0.02881
H -0.77933 -1.71741 1.25833
*
```

=====

Among the records above, which one has the highest electronic energy? C4H8O2

=====

Among the records above, which one has the lowest electronic energy? C13H19B2BrF8N2O4